Computed, not measured: a structure of composition C22H54Cl8O12 at a distorted geometry, with the ωB97M-V functional and the def2-TZVPD basis.

Its spin multiplicity is 1. The calculation puts the frontier orbital gap at 8.945 eV. For the highest occupied orbital energy, the calculation gives -0.32338 hartree.

Positions of all 96 atoms, in Å:
C (9.966, -20.920, 12.084)
C (9.688, -22.401, 12.228)
C (10.828, -22.871, 13.206)
O (11.730, -21.741, 13.304)
C (11.462, -20.885, 12.202)
H (9.496, -20.444, 12.945)
H (9.564, -20.489, 11.167)
H (9.891, -22.857, 11.259)
H (8.678, -22.674, 12.532)
H (11.328, -23.793, 12.911)
H (10.476, -22.968, 14.233)
H (11.992, -21.128, 11.281)
H (11.853, -19.919, 12.522)
C (6.296, -23.521, 13.974)
C (6.789, -24.928, 14.328)
C (8.229, -24.880, 13.786)
O (8.165, -24.071, 12.598)
C (7.116, -23.088, 12.757)
H (6.640, -22.836, 14.749)
H (5.208, -23.493, 13.914)
H (6.184, -25.731, 13.908)
H (6.817, -25.121, 15.400)
H (8.625, -25.850, 13.486)
H (8.945, -24.608, 14.561)
H (6.538, -22.922, 11.848)
H (7.548, -22.174, 13.165)
C (13.907, -22.108, 12.028)
C (13.584, -23.211, 13.053)
O (14.663, -24.059, 13.242)
O (14.840, -21.184, 12.523)
H (12.968, -21.592, 11.830)
H (14.259, -22.524, 11.084)
H (12.733, -23.816, 12.739)
H (13.305, -22.821, 14.032)
H (15.370, -23.501, 13.574)
H (15.716, -21.524, 12.323)
C (9.799, -18.534, 13.108)
C (10.505, -17.310, 13.720)
O (9.661, -16.200, 13.993)
O (9.452, -18.443, 11.746)
H (8.904, -18.523, 13.730)
H (10.364, -19.457, 13.239)
H (11.199, -16.926, 12.972)
H (11.052, -17.481, 14.647)
H (9.780, -15.530, 13.317)
H (8.847, -17.712, 11.602)
C (8.320, -24.888, 9.799)
C (8.104, -26.098, 10.711)
O (7.251, -25.901, 11.851)
O (8.888, -23.852, 10.524)
H (7.344, -24.574, 9.430)
H (8.833, -25.271, 8.917)
H (9.034, -26.590, 10.995)
H (7.628, -26.885, 10.126)
H (7.745, -25.237, 12.339)
H (8.273, -23.409, 11.113)
C (11.216, -24.128, 10.537)
C (12.230, -25.236, 10.574)
O (13.081, -25.230, 9.433)
O (11.826, -22.812, 10.636)
H (10.480, -24.255, 11.331)
H (10.645, -24.227, 9.614)
H (11.837, -26.251, 10.622)
H (12.853, -25.168, 11.466)
H (12.518, -24.992, 8.693)
H (12.267, -22.642, 9.801)
C (11.740, -18.775, 9.836)
C (12.870, -18.774, 10.818)
O (12.716, -17.969, 11.976)
O (10.528, -19.287, 10.388)
H (11.946, -19.422, 8.983)
H (11.560, -17.763, 9.475)
H (13.739, -18.409, 10.271)
H (13.098, -19.789, 11.144)
H (13.477, -18.282, 12.470)
H (10.277, -18.869, 11.215)
C (9.233, -22.050, 9.334)
Cl (8.176, -23.017, 8.298)
Cl (10.033, -20.734, 8.430)
H (8.659, -21.623, 10.156)
H (9.962, -22.724, 9.785)
C (7.713, -19.884, 12.267)
Cl (7.849, -20.156, 13.992)
Cl (6.721, -21.170, 11.514)
H (7.230, -18.913, 12.149)
H (8.699, -19.920, 11.802)
C (11.235, -24.874, 16.149)
Cl (10.628, -24.654, 14.476)
Cl (11.452, -26.569, 16.463)
H (12.199, -24.366, 16.191)
H (10.474, -24.475, 16.819)
C (12.017, -19.836, 14.786)
Cl (12.648, -18.752, 16.079)
Cl (10.379, -20.416, 15.117)
H (12.066, -19.225, 13.884)
H (12.697, -20.669, 14.613)

Here are the Löwdin charges for atoms 1 to 6, given in e:
1. C -0.256
2. C -0.115
3. C -0.327
4. O -0.293
5. C -0.244
6. H -0.041